[1]
{"formula": "C6H25BaO7", "method": "ωB97M-V/def2-TZVPD", "symbols": ["Ba", "H", "H", "H", "H", "H", "H", "C", "H", "H", "H", "H", "H", "C", "C", "H", "H", "H", "O", "H", "O", "H", "C", "H", "O", "H", "H", "O", "H", "H", "H", "O", "C", "H", "C", "H", "O", "O", "H"], "coordinates": [[1.326438, -2.770070, 2.879430], [1.070068, -0.146760, -0.734140], [-3.860772, 0.769960, -3.577150], [-2.061012, -0.588540, -2.599010], [4.786108, 0.228380, 0.039790], [-2.635992, 4.790640, 0.826600], [-3.793602, 3.732210, -0.116720], [-2.604702, 0.496690, 6.938060], [5.944038, -0.065350, -1.249550], [-4.292002, 4.506520, 1.484800], [0.237078, 3.514050, -3.907860], [-3.688952, 0.599470, 6.893920], [-2.343352, -0.152680, 7.773590], [2.019948, -6.388390, -1.503190], [5.637668, -0.385470, -0.253670], [5.891418, -2.313810, -0.382730], [-2.355552, 0.651040, 4.974590], [1.441568, -7.053920, -2.144010], [-2.907692, 3.056420, 1.612910], [1.878458, -5.364200, -1.848350], [1.260408, 3.852100, -2.135710], [-4.153672, -0.437450, -2.291480], [1.132928, 4.026350, -3.557000], [-2.351772, 2.591720, 0.983140], [-2.530102, -0.830440, -3.400900], [0.929618, 2.990680, -1.870890], [6.339398, -0.208160, 0.561340], [0.298418, -0.063660, -0.140700], [3.004168, -6.738940, -1.813880], [-2.236992, 1.498200, 7.161400], [-4.488212, -0.805020, -3.945470], [1.783468, -6.550640, -0.136500], [-3.490842, 4.115110, 0.857860], [1.230318, 5.091270, -3.768050], [-3.779532, -0.281970, -3.303380], [1.968968, 3.502670, -4.020570], [-2.015322, 0.141410, 5.713590], [5.136518, -1.733810, -0.258960], [2.273088, -7.275600, 0.258860]], "forces_ev_per_a": [[-0.40, 1.04, -1.36], [-0.45, 0.00, 0.37], [0.28, 0.25, 0.08], [0.37, -0.05, -0.05], [-0.15, 0.06, -0.29], [-0.67, 0.95, -0.80], [-0.31, 0.49, -0.02], [-0.32, 1.69, 0.24], [0.39, -0.05, 0.21], [-0.10, 0.15, -0.51], [-0.28, 0.64, -0.24], [-0.12, -0.37, -0.13], [0.21, -0.31, -0.50], [0.79, -1.00, -1.65], [-1.22, 0.09, 0.48], [0.02, -0.11, -0.11], [-0.26, 0.25, 0.29], [-0.89, 0.11, 0.28], [-0.24, -1.17, 0.20], [-0.06, -0.03, 0.42], [-0.08, 0.50, -0.02], [-0.33, 0.34, 0.19], [0.67, -1.06, 0.86], [0.23, -0.26, 0.22], [1.57, -0.47, -0.29], [-0.03, -0.08, -0.14], [0.58, -0.19, -0.40], [0.72, -0.96, 0.69], [0.57, 0.52, 0.39], [-0.02, 0.11, 0.54], [0.19, -0.18, -0.21], [-0.47, 0.66, 1.20], [1.15, -0.23, 0.92], [-0.47, -0.18, -0.08], [-2.00, 0.13, 0.35], [0.16, 0.13, -0.33], [0.61, -1.45, -0.55], [0.28, 0.16, 0.23], [0.06, -0.12, -0.49]], "charge": 1, "lumo_energy_ha": -0.2187, "e_tot_ha": -795.2471, "spin_multiplicity": 1, "relative_energy_ev": 9.065}

[2]
{"formula": "C3H4OSi", "method": "ωB97M-V/def2-TZVPD", "symbols": ["C", "O", "H", "H", "H", "C", "C", "H", "Si"], "coordinates": [[-2.802158, 0.172968, 0.038979], [-0.792403, 2.824348, -1.243634], [0.204481, -0.584431, 0.441982], [0.881145, -0.217131, -1.674583], [-3.387762, -0.655547, 0.448914], [-2.046186, 0.972579, -0.400604], [-0.973825, 1.800405, -0.706518], [2.251984, 0.815253, 0.234356], [1.036660, 0.204200, -0.292093]], "forces_ev_per_a": [[-1.78, -2.56, 1.13], [-0.56, 1.60, -0.59], [-0.97, -1.82, 1.89], [0.70, -0.23, -0.41], [0.43, 0.95, -0.44], [0.01, 1.18, -0.30], [3.80, -2.25, 0.49], [0.24, -0.16, 0.00], [-1.88, 3.29, -1.76]], "lumo_energy_ha": 0.0021, "e_tot_ha": -481.2529, "spin_multiplicity": 1, "relative_energy_ev": 3.263}

[3]
{"formula": "C3H3ClN2S2", "method": "ωB97M-V/def2-TZVPD", "symbols": ["N", "C", "S", "S", "H", "H", "N", "Cl", "C", "H", "C"], "coordinates": [[0.613622, -1.176804, -0.067425], [-0.723620, -0.622672, -0.257677], [-2.191638, -1.680245, 0.067535], [3.206904, -0.172197, -0.008789], [3.065901, 1.086869, 1.382038], [0.858198, -2.248203, -0.320566], [0.833751, 1.061225, -0.015500], [-1.704205, 1.888643, -0.017323], [-0.515572, 0.731628, -0.124180], [-3.115139, -0.735151, 0.979712], [1.536967, -0.069342, 0.030832]], "forces_ev_per_a": [[0.43, -1.21, -1.01], [1.30, -0.86, 1.72], [-0.76, 2.68, 1.13], [1.37, 2.56, 3.47], [0.81, -2.70, -3.02], [-0.64, 3.67, 0.98], [-0.50, -0.83, 0.32], [-0.88, 0.94, 0.04], [1.95, -1.49, -0.27], [2.45, -1.84, -2.02], [-5.52, -0.93, -1.35]], "lumo_energy_ha": -0.0440, "e_tot_ha": -1482.0709, "spin_multiplicity": 1, "relative_energy_ev": 2.596}

[4]
{"formula": "C3H3NO2", "method": "ωB97M-V/def2-TZVPD", "symbols": ["H", "C", "C", "C", "N", "O", "H", "O", "H"], "coordinates": [[1.755167, 0.009666, 1.471829], [1.283186, -0.247137, -0.210434], [0.047862, 0.348852, 0.025748], [-1.074361, -0.591261, 0.080902], [2.333927, -0.762288, -0.167574], [-0.174270, 1.562993, -0.534364], [-0.923661, -1.589431, 0.521991], [-2.145589, -0.228472, -0.360960], [-1.102258, 1.497075, -0.827140]], "forces_ev_per_a": [[0.37, -0.56, -1.52], [-2.05, 1.51, 2.02], [0.11, -0.92, -1.35], [0.03, 0.54, 0.07], [2.17, -0.85, 0.63], [-0.31, -0.06, 0.14], [0.15, 0.08, -0.10], [-0.32, -0.02, 0.10], [-0.15, 0.28, 0.01]], "lumo_energy_ha": [-0.0878, -0.1107], "e_tot_ha": -321.1193, "spin_multiplicity": 1, "relative_energy_ev": 7.031}

[5]
{"formula": "C4H8N2O", "method": "ωB97M-V/def2-TZVPD", "symbols": ["N", "H", "O", "H", "C", "H", "H", "N", "C", "H", "C", "C", "H", "H", "H"], "coordinates": [[-2.094742, -0.815092, 0.102661], [1.675000, 1.614577, -0.429241], [2.124351, 0.803337, 1.254577], [2.590436, 0.036096, 1.629710], [-0.998692, 1.282664, -0.021410], [0.143000, -1.793638, -0.917074], [-0.274111, -0.292966, 1.112045], [-1.171062, 2.420977, -0.133595], [-0.773260, -0.170049, 0.138276], [-2.663026, -0.479489, 0.879876], [0.160220, -0.704028, -0.974064], [2.248749, 0.723448, -0.056386], [1.230701, -0.436526, -0.886844], [-0.217196, -0.375599, -1.946225], [-1.980366, -1.813716, 0.247690]], "forces_ev_per_a": [[0.16, -0.13, 0.15], [0.17, -0.33, 0.19], [-0.05, -0.44, -0.29], [-0.03, 0.33, 0.03], [-0.05, 1.01, -0.08], [-0.08, -0.06, -0.13], [-0.03, 0.04, -0.13], [0.17, -1.12, 0.11], [0.25, 0.12, -0.02], [0.11, 0.00, -0.24], [-0.89, -0.19, 0.05], [0.64, 0.89, 0.34], [-0.49, -0.02, 0.03], [0.09, -0.16, 0.09], [0.02, 0.05, -0.09]], "lumo_energy_ha": 0.0171, "e_tot_ha": -341.8266, "spin_multiplicity": 1, "relative_energy_ev": 4.818}

[6]
{"formula": "C4H8N2", "method": "ωB97M-V/def2-TZVPD", "symbols": ["H", "H", "H", "N", "H", "C", "H", "C", "H", "N", "H", "C", "H", "C"], "coordinates": [[1.799017, 0.095439, -1.740999], [-0.420313, -0.718859, -1.201761], [0.253854, 0.849382, -1.953758], [-0.099236, -1.262150, -0.308560], [2.479172, -0.679914, 0.750987], [1.050904, 0.695538, -1.217068], [-4.615120, 0.388659, 0.278319], [1.447623, -0.210366, 1.133074], [1.340774, 1.641483, -0.829265], [-2.766803, -0.391267, 1.130957], [1.048225, -0.851844, 1.945622], [-3.722330, -0.058408, 0.624486], [1.537175, 0.771197, 1.502503], [0.667060, -0.268896, -0.114541]], "forces_ev_per_a": [[0.55, 0.81, -0.09], [-0.96, -3.24, 0.72], [-0.10, -0.03, 0.26], [-1.26, 2.68, -2.87], [-1.66, 1.30, 1.39], [-0.69, -1.00, -0.05], [-0.35, -0.06, -0.35], [2.21, -2.41, -0.39], [0.79, 0.73, 0.03], [1.48, -0.67, 0.73], [0.15, 0.24, -0.79], [-1.21, 0.80, -0.31], [0.61, 1.25, 0.38], [0.44, -0.38, 1.34]], "lumo_energy_ha": 0.0346, "smiles": "CC(C)=N.C#N", "e_tot_ha": -266.6335, "spin_multiplicity": 1, "relative_energy_ev": 2.409}

[7]
{"formula": "C14H18O3", "method": "ωB97M-V/def2-TZVPD", "symbols": ["C", "C", "H", "H", "H", "H", "C", "C", "H", "H", "H", "H", "O", "C", "H", "C", "H", "H", "C", "H", "C", "C", "C", "C", "H", "H", "O", "H", "C", "H", "O", "C", "H", "C", "H"], "coordinates": [[1.773950, 0.517297, -4.696632], [-0.520805, -0.123597, 3.398790], [-1.374179, -0.207675, -5.124664], [-0.935175, 1.197692, -2.891390], [-0.721822, 1.740058, 4.333798], [1.718621, -0.591482, -6.655287], [-1.490063, 1.014751, 7.000000], [0.162224, 0.424386, -0.273094], [-0.820249, -1.487616, -3.997944], [0.716600, 1.706045, -2.555225], [1.239786, -0.646507, -1.744344], [-1.897349, 2.015944, 6.790897], [3.469091, 0.285974, -6.274094], [0.532981, 0.226684, -4.123927], [-0.503579, 1.140433, 7.420253], [0.233145, -0.195755, -1.641468], [-0.849835, -2.171970, 1.321283], [-2.090725, 0.572570, 7.771206], [-0.891904, 0.689369, 4.467215], [0.180774, 1.482191, -0.233228], [-0.469229, -0.737612, -4.744375], [0.135915, -1.838155, 0.941829], [0.155531, -0.280807, 0.924598], [2.327580, -0.006406, -5.977769], [-0.509311, -1.001957, -1.733590], [-0.712316, -1.199792, 3.474325], [-1.855481, -1.007152, 5.789294], [0.263575, -2.205356, -0.095731], [-1.479462, 0.163087, 5.716313], [2.432955, 1.227100, -4.209985], [0.587584, 1.569675, 2.303012], [0.082779, 0.456152, 2.183469], [0.022620, -1.294023, -5.532292], [0.094115, 0.852749, -2.805854], [0.991660, -2.286297, 1.474612]], "forces_ev_per_a": [[-2.72, -0.79, 0.79], [-1.47, 0.46, 2.69], [0.70, -0.31, 0.21], [-0.13, 0.00, 0.04], [0.09, 0.42, 0.18], [-0.42, -0.41, -0.24], [-0.43, 0.66, -1.18], [0.11, -2.20, 2.15], [0.22, 0.58, -0.39], [0.13, 0.15, -0.07], [-0.43, 0.00, -0.02], [0.23, -0.19, 0.02], [-0.34, -0.32, -0.25], [1.61, 0.52, -1.01], [0.52, 0.05, -0.19], [0.26, 0.31, -0.36], [0.71, -0.16, -0.04], [-0.39, -0.50, 0.09], [0.78, -1.51, -2.68], [-0.09, 0.99, 0.25], [0.03, 0.06, 0.52], [-0.08, 0.88, -0.75], [-0.21, -0.58, -2.94], [0.74, 1.09, 1.15], [0.23, 0.21, -0.09], [0.08, 0.40, 0.00], [0.24, 1.33, -0.34], [-0.31, 0.19, 0.57], [-0.06, -1.86, 1.41], [0.01, -0.05, 0.07], [-0.33, -0.27, -0.51], [1.05, 1.61, 0.80], [-0.27, -0.08, -0.30], [0.48, -1.02, 0.16], [-0.56, 0.33, 0.26]], "lumo_energy_ha": -0.0363, "smiles": "CC(=O)/C=C/C(=O)/C(C)=C/CC/C(C)=C/C=O", "e_tot_ha": -769.8943, "spin_multiplicity": 1, "relative_energy_ev": 3.601}

[8]
{"formula": "C7H8O", "method": "ωB97M-V/def2-TZVPD", "symbols": ["C", "H", "C", "H", "C", "C", "C", "H", "H", "C", "H", "O", "C", "H", "H", "H"], "coordinates": [[-0.811252, 1.281552, 0.597403], [0.922690, 0.815361, 2.091326], [-0.170067, 0.361637, 1.720411], [0.040764, -1.940414, 2.003089], [0.768517, -0.661701, -2.327159], [-0.293180, 0.854065, -0.704287], [-0.027742, -0.437623, -1.057334], [1.887867, -1.610275, -2.306950], [0.625532, -2.348387, -0.363210], [0.097424, -1.031538, 1.432730], [-1.802370, 1.006454, 0.726633], [0.213417, -0.293315, -3.581519], [0.177914, -1.317953, 0.074000], [-0.137833, 1.787326, -1.513388], [-0.613023, 2.475101, 0.740883], [-0.878661, 1.059711, 2.467371]], "forces_ev_per_a": [[3.40, 0.93, 0.13], [-2.44, -0.90, -1.02], [1.12, 6.85, 3.48], [0.63, 0.39, 1.09], [-2.67, -1.03, -7.32], [-0.08, 2.59, -4.32], [2.57, 2.64, 0.28], [-3.40, 3.18, 0.01], [-1.38, 1.94, 1.81], [-1.59, -1.54, -4.38], [-2.33, 0.12, -0.40], [4.29, -2.17, 8.45], [1.18, -3.39, 0.38], [-0.41, -2.93, 1.92], [-0.64, -3.16, 0.04], [1.75, -3.53, -0.14]], "lumo_energy_ha": -0.0156, "e_tot_ha": -346.5102, "spin_multiplicity": 1, "relative_energy_ev": 7.220}

[9]
{"formula": "C11H29BIInNO8P2S2", "method": "ωB97M-V/def2-TZVPD", "symbols": ["C", "O", "C", "H", "H", "H", "H", "C", "H", "C", "S", "O", "In", "C", "O", "C", "S", "O", "H", "C", "H", "H", "H", "H", "O", "H", "H", "H", "C", "C", "H", "C", "H", "B", "H", "P", "O", "O", "H", "C", "H", "H", "H", "H", "H", "H", "H", "P", "H", "H", "O", "I", "H", "H", "H", "N"], "coordinates": [[-4.832800, 2.852231, -4.045748], [0.281951, -2.677317, 3.944433], [-4.854520, 2.144902, -5.396645], [0.083090, -7.167180, 3.184653], [-2.085851, 1.136572, -4.964428], [3.293767, 3.861553, 2.576619], [2.515547, -6.417462, 2.585509], [1.944739, -4.319611, 2.700113], [-1.301374, 0.970935, -1.487294], [-2.955320, 0.974644, -4.329713], [0.314195, -3.585910, 2.825692], [2.503399, 5.463694, -0.275873], [2.023505, 2.000847, 0.258085], [-4.230352, 0.764693, -5.155084], [-3.366219, 2.133271, -1.981590], [-1.072771, 0.249776, -0.700415], [-3.221213, 2.468320, -3.375522], [-2.291720, 3.474888, -3.824995], [1.920136, 5.213882, -0.990830], [5.537779, 1.944806, 1.601546], [-4.252172, 2.701616, -6.118721], [1.942616, -5.906608, 4.168491], [-0.612359, -5.114885, 4.363850], [-2.766733, 0.148034, -3.648425], [3.596852, -0.648144, 1.191961], [-5.579607, 2.436098, -3.369552], [-4.932641, 0.141261, -4.596357], [6.445758, 1.335655, 1.596182], [0.346329, -6.204305, 2.746689], [1.781655, -5.792327, 3.093764], [-2.031237, -0.163159, -0.359351], [-0.545682, -5.086591, 3.276264], [2.278839, -4.211721, 1.669872], [3.562841, 0.748332, 1.397316], [-4.011041, 0.251090, -6.091053], [2.020512, 4.463046, 1.003802], [-0.117306, -3.196356, 1.505526], [4.515183, 1.256144, 2.315058], [5.220210, 2.190459, 0.582400], [-0.327530, 0.052353, 2.284276], [-5.867746, 2.068582, -5.791463], [-4.951368, 3.930950, -4.117499], [2.622739, -3.790567, 3.364975], [-0.125090, 4.438310, 0.722920], [0.244490, 0.589484, 3.047153], [0.237395, -6.285882, 1.662417], [-1.541720, -5.082255, 2.839289], [-0.295450, 1.127182, 0.754976], [3.047516, -0.840345, 0.441926], [-1.361679, 0.025055, 2.641284], [0.431752, 4.895215, 1.349122], [2.579880, 1.931708, -2.539579], [0.082602, -0.950068, 2.161759], [-0.481102, -0.565923, -1.134488], [5.764697, 2.875353, 2.126660], [2.872630, 4.745677, 2.310045]], "forces_ev_per_a": [[-0.31, -0.02, -0.35], [-0.09, -0.09, -0.26], [0.04, -0.03, -0.04], [0.00, 0.01, -0.02], [0.03, 0.10, 0.09], [0.15, 0.04, 0.14], [0.00, 0.02, 0.01], [0.37, -0.32, 0.03], [0.19, 0.06, 0.28], [-0.07, -0.39, -0.31], [0.01, 0.07, 0.24], [-0.60, -0.56, 1.75], [0.00, -0.32, 0.05], [-0.05, 0.00, 0.00], [0.07, 0.26, -0.22], [0.21, -0.64, 0.35], [0.02, 0.10, 0.32], [-0.12, -0.11, 0.15], [-0.16, 0.03, -0.73], [0.12, 0.38, 0.51], [-0.02, 0.02, 0.03], [-0.02, 0.01, -0.02], [0.01, 0.07, -0.01], [0.11, 0.12, 0.09], [0.50, 1.40, 0.80], [0.05, 0.01, 0.05], [0.01, 0.03, 0.01], [-0.07, -0.04, -0.25], [0.05, -0.01, -0.04], [-0.02, -0.04, 0.04], [0.11, 0.06, -0.09], [-0.08, -0.44, -0.02], [-0.08, 0.10, 0.00], [0.81, -0.80, 0.28], [0.01, 0.00, 0.02], [0.16, 0.22, 0.60], [0.01, -0.03, 0.18], [-0.73, -0.66, -0.85], [0.20, -0.01, 0.00], [0.20, 0.09, -0.62], [0.01, 0.01, -0.01], [0.12, 0.01, 0.12], [-0.07, 0.17, -0.08], [-0.62, -0.36, -0.29], [0.03, -0.06, -0.12], [-0.04, 0.01, 0.02], [0.01, 0.17, 0.00], [-0.69, 1.06, -0.19], [-0.62, -0.28, -0.45], [0.11, -0.23, -0.07], [1.61, 0.35, -0.42], [-0.13, 0.00, 0.26], [-0.17, 0.30, 0.07], [-0.05, 0.09, 0.11], [-0.05, 0.03, -0.07], [-0.44, 0.03, -1.10]], "charge": -1, "lumo_energy_ha": 0.0721, "e_tot_ha": -3085.1401, "spin_multiplicity": 1}